# 1
Molecular formula: C15H12AsBrN2O2ReS8SbSe
Method: DFT, wB97M-V/def2-TZVPD

The geometry in XYZ format:
```
44
C15H12AsBrN2O2ReS8SbSe wB97M-V/def2-TZVPD
Re -0.412 -0.416 1.202
S 4.100 -1.874 -1.383
Sb 2.233 -0.689 -1.136
S -0.340 -2.508 0.004
S 1.323 -2.116 1.112
S 0.308 -2.386 -1.921
S -1.750 1.498 1.405
As -1.357 2.328 -0.613
S 1.344 2.762 1.423
S 1.642 0.782 1.778
S 0.821 2.925 -0.565
C 0.082 -2.696 6.095
N 0.216 -1.297 5.748
C -0.240 -0.727 4.619
Se -1.247 -1.529 3.272
N 0.118 0.565 4.630
C 0.839 0.852 5.774
C 1.429 2.013 6.245
C 2.075 1.936 7.466
C 2.131 0.743 8.192
C 1.539 -0.417 7.724
C 0.890 -0.340 6.501
H -0.164 -3.254 5.195
H -0.710 -2.842 6.829
H 1.025 -3.061 6.500
H -0.061 1.179 3.847
H 1.389 2.935 5.681
H 2.546 2.820 7.875
H 2.655 0.727 9.138
H 1.576 -1.339 8.288
Br -5.572 -4.792 -1.116
C -4.491 -3.264 -1.422
C -4.265 -2.380 -0.383
C -3.461 -1.272 -0.611
C -2.900 -1.052 -1.864
C -3.163 -1.935 -2.903
C -3.947 -3.053 -2.680
C -2.140 0.215 -2.084
O -2.460 1.019 -2.928
O -1.147 0.476 -1.204
H -4.705 -2.546 0.591
H -3.306 -0.570 0.202
H -2.729 -1.757 -3.877
H -4.138 -3.758 -3.477
```

The calculation puts the HOMO-LUMO gap (alpha / beta) at 6.39 / 6.37 eV. The calculation puts the total energy at -11554.184219 Ha. The LUMO energy (alpha / beta) comes out at -1.20 / -1.23 eV. The maximum force is 0.0191 hartree/bohr.

Atomic partial charges in e from the Löwdin method, atoms 1 to 6:
1. Re 0.024
2. S -0.207
3. Sb 0.507
4. S -0.099
5. S -0.030
6. S 0.003

***

# 2
Molecular formula: C15H12AuBrN3S
Method: DFT, wB97M-V/def2-TZVPD

The geometry in XYZ format:
```
33
C15H12AuBrN3S wB97M-V/def2-TZVPD
Au 0.497 -0.486 0.622
C -4.649 -2.030 1.932
C -3.813 -1.124 1.076
C -4.365 -0.215 0.179
C -3.551 0.600 -0.591
C -2.186 0.484 -0.439
Br -1.014 1.555 -1.450
N -1.629 -0.378 0.415
C -2.430 -1.163 1.152
H -5.709 -1.880 1.739
H -4.465 -1.841 2.990
H -4.411 -3.075 1.737
H -5.440 -0.143 0.079
H -3.962 1.310 -1.293
H -1.935 -1.850 1.826
S 0.844 -2.396 2.705
C 2.472 -2.701 2.828
N 3.612 -2.891 2.889
C 2.578 -0.544 0.750
C 2.623 0.409 -0.325
C 2.688 -0.027 -1.671
C 2.843 0.882 -2.689
C 2.910 2.247 -2.387
C 2.782 2.707 -1.071
C 2.627 1.799 -0.052
C 3.125 3.192 -3.445
N 3.303 3.948 -4.292
H 2.856 -0.203 1.743
H 2.903 -1.560 0.544
H 2.634 -1.087 -1.885
H 2.921 0.557 -3.717
H 2.813 3.769 -0.870
H 2.525 2.137 0.972
```

As for the charge: +1. The calculation puts the HOMO-LUMO gap (alpha / beta) at 5.84 / 5.80 eV. The calculation puts the total energy at -3850.653187 Ha. The LUMO energy (alpha / beta) comes out at -6.63 / -6.63 eV. The maximum force is 0.0365 hartree/bohr.

Atomic partial charges in e from the Löwdin method, atoms 1 to 6:
1. Au 0.873
2. C -0.023
3. C -0.225
4. C 0.021
5. C -0.070
6. C -0.736

***

# 3
Molecular formula: C15H12BF5N8ORe
Method: DFT, wB97M-V/def2-TZVPD

The geometry in XYZ format:
```
43
C15H12BF5N8ORe wB97M-V/def2-TZVPD
Re -1.132 -1.107 -1.065
C 2.430 0.821 -2.678
C 1.300 -0.016 -2.884
N 0.544 -0.066 -1.640
N 1.222 0.726 -0.821
C 2.311 1.316 -1.401
B 0.668 0.968 0.653
N 0.555 -0.531 1.205
C 1.190 -1.157 2.147
C 1.181 -2.562 2.045
C 0.220 -2.793 1.114
N -0.090 -1.618 0.546
N -0.690 1.556 0.255
C -1.285 2.771 0.422
C -2.557 2.841 -0.152
C -2.694 1.579 -0.692
N -1.630 0.797 -0.426
N 1.563 1.865 1.415
C 1.170 2.775 2.266
C 2.459 3.179 2.954
C 3.497 2.265 2.330
N 2.893 1.606 1.307
H 3.255 1.034 -3.431
H 0.991 -0.732 -3.611
H 3.012 1.886 -0.818
H 1.581 -0.535 2.962
H 1.754 -3.254 2.601
H -0.094 -3.771 0.693
H -0.689 3.585 0.862
H -3.222 3.683 -0.133
H -3.654 1.212 -1.183
H 0.071 2.867 2.320
H 2.730 3.914 3.819
H 4.518 2.127 2.800
F -3.203 -1.335 -0.510
C -2.632 -2.673 -0.651
F -2.709 -3.322 0.491
C -3.516 -3.331 -1.703
F -2.944 -4.492 -2.030
F -3.469 -2.511 -2.749
F -4.759 -3.588 -1.419
O 0.248 -3.304 -2.923
C -0.393 -2.675 -2.286
```

As for the charge: +3. As for the spin multiplicity: 3. The calculation puts the HOMO-LUMO gap (alpha / beta) at 7.37 / 5.81 eV. The calculation puts the total energy at -1693.385088 Ha. The LUMO energy (alpha / beta) comes out at -11.60 / -13.46 eV. The maximum force is 0.0950 hartree/bohr.

Atomic partial charges in e from the Löwdin method, atoms 1 to 6:
1. Re 1.597
2. C 0.023
3. C 0.036
4. N -0.148
5. N -0.017
6. C 0.008

***

# 4
Molecular formula: C15H12BiN4O6
Method: DFT, wB97M-V/def2-TZVPD

The geometry in XYZ format:
```
38
C15H12BiN4O6 wB97M-V/def2-TZVPD
Bi -9.145 -12.809 -4.019
N -9.809 -14.466 -2.349
C -11.168 -14.051 -1.850
C -12.011 -13.382 -2.976
O -13.245 -13.510 -2.963
O -11.291 -12.654 -3.881
H -9.943 -15.331 -2.895
H -9.095 -14.497 -1.607
H -10.985 -13.434 -0.998
H -11.729 -14.940 -1.542
N -5.542 -10.007 0.486
C -5.683 -10.912 -0.229
C -5.675 -12.029 -1.186
C -4.664 -13.067 -1.166
C -4.821 -14.146 -1.997
C -5.961 -14.236 -2.778
N -6.842 -13.331 -2.789
C -6.707 -12.151 -2.052
H -3.750 -12.825 -0.622
H -4.123 -14.950 -1.951
H -6.113 -15.083 -3.425
H -7.492 -11.449 -2.020
O -9.438 -13.028 -6.510
C -9.130 -14.265 -6.399
O -8.940 -14.716 -5.195
C -8.920 -15.173 -7.536
C -9.073 -14.759 -8.839
C -8.591 -15.606 -9.834
C -8.074 -16.847 -9.580
C -7.977 -17.243 -8.238
C -8.392 -16.410 -7.243
N -7.302 -18.540 -7.897
O -6.574 -19.087 -8.704
O -7.547 -18.846 -6.719
H -9.382 -13.740 -9.026
H -8.654 -15.180 -10.836
H -7.540 -17.430 -10.361
H -8.249 -16.713 -6.233
```

As for the charge: +1. The calculation puts the HOMO-LUMO gap at 8.79 eV. The calculation puts the total energy at -1463.560877 Ha. The LUMO energy comes out at -4.26 eV. The maximum force is 0.1014 hartree/bohr.

Atomic partial charges in e from the Löwdin method, atoms 1 to 6:
1. Bi 2.016
2. N -0.066
3. C -0.117
4. C -0.522
5. O 0.101
6. O -0.302

***

maximum force of number 4 (C15H12BiN4O6)? 0.1014 hartree/bohr

***

Which formula does entry 3 have? C15H12BF5N8ORe